[1]
C36H24BrFeN4O4S as an isolated structure. Source: the Open Molecules 2025 dataset; level of theory: ωB97M-V/def2-TZVPD.

For the HOMO energy, the calculation gives -4.160 eV. As for the LUMO energy: 0.088 hartree. The calculation puts the energy above the lowest of the compared OMol25 structures with the same formula, charge and spin at 0.0 kJ/mol. As for the largest force on an atom: 0.40 eV/Å. Its net charge is -1. Its spin multiplicity is 1. The orbital gap is 6.6 eV.

Positions of all 71 atoms, in Å:
Fe (-1.4594, 0.1476, 0.5943)
S (-5.1500, -1.9328, 1.9917)
C (-5.2527, -1.9889, 0.2586)
C (-6.2436, -2.5443, -0.5427)
C (-6.0901, -2.4702, -1.9148)
C (-4.9663, -1.8552, -2.4764)
C (-3.9796, -1.3025, -1.6833)
C (-4.1283, -1.3646, -0.2975)
N (-3.2370, -0.8627, 0.6392)
C (-3.6269, -1.0942, 1.8609)
C (-2.7846, -0.6774, 2.9651)
C (-3.1331, -0.8467, 4.3065)
C (-2.2617, -0.4099, 5.2839)
C (-1.0595, 0.1890, 4.8998)
C (-0.7340, 0.3497, 3.5614)
C (-1.5857, -0.0779, 2.5305)
H (-7.1112, -3.0213, -0.1053)
H (-6.8502, -2.8926, -2.5598)
H (-4.8729, -1.8011, -3.5536)
H (-3.1193, -0.7951, -2.0953)
H (-4.0747, -1.3135, 4.5818)
H (-2.5063, -0.5282, 6.3323)
H (-0.3729, 0.5355, 5.6654)
H (0.2045, 0.8303, 3.3051)
C (7.4428, 1.9306, -3.3346)
O (7.9621, 1.5082, -2.0923)
C (7.2935, 0.5020, -1.4486)
C (7.7780, 0.1488, -0.1939)
C (7.1688, -0.8638, 0.5238)
C (6.0460, -1.5148, 0.0239)
C (5.5800, -1.1718, -1.2367)
C (6.1980, -0.1727, -1.9763)
N (5.5263, -2.6360, 0.7531)
N (4.3200, -2.7404, 1.0455)
C (3.3679, -1.7128, 0.8941)
C (3.6096, -0.3543, 1.0829)
C (2.6113, 0.6040, 1.0359)
C (1.2704, 0.2495, 0.7747)
O (0.3128, 1.0746, 0.6876)
C (1.0068, -1.1697, 0.6234)
N (-0.2952, -1.4846, 0.4095)
C (-0.6353, -2.7444, 0.2712)
C (0.3080, -3.7828, 0.3542)
C (1.6263, -3.4889, 0.5671)
C (2.0206, -2.1368, 0.7047)
H (8.0707, 2.7553, -3.6624)
H (6.4105, 2.2782, -3.2393)
H (7.4832, 1.1305, -4.0797)
H (8.6390, 0.6747, 0.1978)
H (7.5527, -1.1604, 1.4922)
H (4.7098, -1.6731, -1.6412)
H (5.8063, 0.0725, -2.9529)
H (4.6172, -0.0312, 1.3087)
H (2.8403, 1.6470, 1.2106)
H (-1.6852, -2.9524, 0.0953)
H (-0.0270, -4.8066, 0.2504)
H (2.3752, -4.2655, 0.6377)
Br (-3.4779, 1.7284, -3.9067)
C (-3.7697, 3.1108, -2.6371)
C (-4.4519, 4.2227, -3.1166)
C (-4.7347, 5.2832, -2.2739)
C (-4.3420, 5.2300, -0.9444)
C (-3.6675, 4.1172, -0.4770)
C (-3.3611, 3.0380, -1.3075)
C (-2.5995, 1.8985, -0.6679)
O (-2.5714, 1.8588, 0.5889)
O (-2.0028, 1.0427, -1.3605)
H (-4.7592, 4.2457, -4.1529)
H (-5.2633, 6.1462, -2.6591)
H (-4.5612, 6.0517, -0.2747)
H (-3.3537, 4.0404, 0.5550)

Atomic partial charges in e from the Mulliken method, atoms 1 to 4: 0.06, -0.45, 0.64, -0.67

=====

[2]
C36H24BrFeN4O4S as an isolated structure. Source: the Open Molecules 2025 dataset; level of theory: ωB97M-V/def2-TZVPD.

For the HOMO energy (spin up / spin down), the calculation gives -3.589 / -4.711 eV. As for the LUMO energy (spin up / spin down): 0.084 / 0.075 hartree. The calculation puts the energy above the lowest of the compared OMol25 structures with the same formula, charge and spin at 84.5 kJ/mol. As for the largest force on an atom: 0.24 eV/Å. Its net charge is -1. Its spin multiplicity is 5. The orbital gap (spin up / spin down) is 5.9 / 6.8 eV. Its expectation value of S² is 6.099.

Positions of all 71 atoms, in Å:
Fe (1.1620, -0.5455, -1.9214)
S (5.3630, 0.8825, -2.1798)
C (5.5071, -0.8251, -1.8943)
C (6.6563, -1.5727, -1.6662)
C (6.5195, -2.9345, -1.4734)
C (5.2587, -3.5368, -1.5194)
C (4.1170, -2.7946, -1.7473)
C (4.2388, -1.4169, -1.9257)
N (3.1976, -0.5243, -2.1588)
C (3.6394, 0.6995, -2.3170)
C (2.6986, 1.7699, -2.5602)
C (3.0746, 3.0974, -2.7851)
C (2.0886, 4.0398, -2.9933)
C (0.7488, 3.6423, -2.9692)
C (0.3973, 2.3229, -2.7335)
C (1.3620, 1.3281, -2.5164)
H (7.6304, -1.1013, -1.6445)
H (7.3982, -3.5391, -1.2886)
H (5.1721, -4.6063, -1.3767)
H (3.1379, -3.2454, -1.8006)
H (4.1204, 3.3894, -2.7962)
H (2.3484, 5.0763, -3.1692)
H (-0.0250, 4.3855, -3.1305)
H (-0.6523, 2.0492, -2.7077)
C (-5.7625, 6.7012, 1.9536)
O (-6.4175, 5.6397, 2.6128)
C (-5.6824, 4.5126, 2.8603)
C (-6.3813, 3.4431, 3.4287)
C (-5.7312, 2.2647, 3.7032)
C (-4.3631, 2.1035, 3.4069)
C (-3.6711, 3.1933, 2.8628)
C (-4.3255, 4.3868, 2.5912)
N (-3.8061, 0.8728, 3.6703)
N (-2.5342, 0.7379, 3.3431)
C (-2.1543, 0.4434, 2.1074)
C (-3.0469, 0.1922, 1.0351)
C (-2.6045, -0.0862, -0.2402)
C (-1.2348, -0.1359, -0.5663)
O (-0.7989, -0.4131, -1.7358)
C (-0.2992, 0.1463, 0.5112)
N (1.0059, 0.1609, 0.1712)
C (1.9089, 0.3616, 1.1014)
C (1.5755, 0.5578, 2.4462)
C (0.2498, 0.5705, 2.8034)
C (-0.7327, 0.3795, 1.8230)
H (-6.5176, 7.4634, 1.7777)
H (-5.3434, 6.3792, 0.9962)
H (-4.9623, 7.1234, 2.5688)
H (-7.4355, 3.5676, 3.6398)
H (-6.2584, 1.4257, 4.1388)
H (-2.6143, 3.1001, 2.6546)
H (-3.7618, 5.2079, 2.1715)
H (-4.1081, 0.2242, 1.2461)
H (-3.3119, -0.2905, -1.0345)
H (2.9455, 0.3706, 0.7778)
H (2.3579, 0.6963, 3.1803)
H (-0.0608, 0.7188, 3.8296)
Br (1.2165, -4.6222, -3.7416)
C (0.8447, -5.4191, -2.0504)
C (0.7306, -6.8064, -2.0866)
C (0.4508, -7.5161, -0.9336)
C (0.2821, -6.8362, 0.2648)
C (0.4036, -5.4605, 0.2876)
C (0.6879, -4.7135, -0.8584)
C (0.8086, -3.1990, -0.6412)
O (0.7047, -2.7906, 0.5119)
O (1.0224, -2.5085, -1.6865)
H (0.8600, -7.3196, -3.0295)
H (0.3645, -8.5948, -0.9761)
H (0.0575, -7.3764, 1.1758)
H (0.2836, -4.8965, 1.2028)

Atomic partial charges in e from the Mulliken method, atoms 1 to 4: -0.17, -0.43, 0.98, -0.69

=====

[3]
C36H24N4O2PPdS as an isolated structure. Source: the Open Molecules 2025 dataset; level of theory: ωB97M-V/def2-TZVPD.

For the HOMO energy, the calculation gives -4.644 eV. As for the LUMO energy: 0.084 hartree. The calculation puts the energy above the lowest of the compared OMol25 structures with the same formula, charge and spin at 0.0 kJ/mol. As for the largest force on an atom: 0.39 eV/Å. Its net charge is -1. Its spin multiplicity is 1. The orbital gap is 6.9 eV.

Positions of all 69 atoms, in Å:
Pd (1.5400, 0.4686, -0.0597)
O (2.1038, 2.6589, 1.6425)
C (1.3232, 2.1633, 0.8467)
C (0.0607, 2.9417, 0.5262)
C (0.0649, 4.3255, 0.6719)
C (-1.0644, 5.0635, 0.3582)
C (-2.2159, 4.4183, -0.0769)
C (-2.2347, 3.0354, -0.1920)
C (-1.0956, 2.2908, 0.0987)
P (-1.0206, 0.4572, 0.0440)
C (-1.6876, -0.0201, 1.6666)
C (-1.9380, -1.3762, 1.8859)
C (-2.2722, -1.8354, 3.1467)
C (-2.3365, -0.9458, 4.2133)
C (-2.0742, 0.3981, 4.0084)
C (-1.7541, 0.8648, 2.7380)
C (-2.3672, 0.0715, -1.1282)
C (-3.6809, -0.1958, -0.7459)
C (-4.6490, -0.4652, -1.7044)
C (-4.3151, -0.4680, -3.0514)
C (-3.0068, -0.2124, -3.4395)
C (-2.0369, 0.0436, -2.4819)
H (0.9695, 4.8011, 1.0297)
H (-1.0511, 6.1430, 0.4504)
H (-3.1013, 4.9917, -0.3231)
H (-3.1390, 2.5362, -0.5165)
H (-1.8365, -2.0828, 1.0688)
H (-2.4257, -2.8931, 3.3142)
H (-2.5602, -1.3132, 5.2070)
H (-2.1061, 1.0908, 4.8401)
H (-1.5404, 1.9160, 2.5921)
H (-3.9409, -0.1950, 0.3057)
H (-5.6669, -0.6723, -1.3974)
H (-5.0717, -0.6789, -3.7970)
H (-2.7374, -0.2256, -4.4881)
H (-1.0094, 0.2249, -2.7809)
S (2.6964, -2.0082, -3.6847)
C (1.8515, -3.1300, -2.6561)
C (1.5249, -4.4624, -2.8845)
C (0.8581, -5.1461, -1.8844)
C (0.5207, -4.5194, -0.6793)
C (0.8361, -3.1939, -0.4550)
C (1.5125, -2.4979, -1.4555)
N (1.9235, -1.1740, -1.3866)
C (2.5385, -0.7821, -2.4604)
C (3.0001, 0.5957, -2.5564)
C (3.7118, 1.0551, -3.6639)
C (4.1374, 2.3695, -3.7105)
C (3.8456, 3.2072, -2.6396)
C (3.1321, 2.7451, -1.5412)
C (2.6759, 1.4261, -1.4549)
H (1.7845, -4.9524, -3.8141)
H (0.5995, -6.1865, -2.0357)
H (0.0270, -5.0710, 0.1102)
H (0.6047, -2.6972, 0.4792)
H (3.9340, 0.3831, -4.4871)
H (4.6913, 2.7387, -4.5642)
H (4.1819, 4.2381, -2.6597)
H (2.9432, 3.4309, -0.7249)
N (2.1922, 0.1962, 3.4077)
C (1.5921, -0.9031, 2.9000)
O (1.1928, -0.9370, 1.7084)
C (1.3777, -2.0204, 3.7727)
C (1.7715, -1.9581, 5.1229)
N (2.1095, -1.8404, 6.2247)
C (0.7648, -3.1838, 3.2647)
N (0.2593, -4.1380, 2.8474)
H (2.4518, 0.9453, 2.7787)
H (2.6316, 0.1457, 4.3101)

Atomic partial charges in e from the Mulliken method, atoms 1 to 4: -0.74, -0.75, 0.07, 0.63